1.
# C9H9FN2

A cluster of 2 separate species, C9H9FN2 in total at a distorted geometry (the ωB97M-V functional and the def2-TZVPD basis, OMol25).

Positions of all 21 atoms, in Å:
C 2.619729 0.623409 -1.934121
C 2.363613 -0.647486 -2.345151
C 1.526187 0.919604 -1.131423
C -2.512336 -0.682989 0.826512
C -1.467375 -1.379432 1.457728
C -2.459393 0.708707 0.687599
C -0.319022 -0.670441 1.934534
C -1.459689 1.428954 1.216534
C -0.403453 0.705569 1.807447
N 1.169129 -1.036671 -1.780764
N 0.634208 -0.066787 -1.056132
F 0.706046 1.447756 2.057396
H 3.407286 1.295893 -2.143975
H 2.829981 -1.329697 -3.026582
H 1.567075 1.851395 -0.611114
H -3.395890 -1.145452 0.449476
H -1.541174 -2.510958 1.761056
H -3.238018 1.102414 -0.044939
H 0.557935 -1.095484 2.321246
H 0.888976 -2.008405 -1.711432
H -1.473813 2.490104 1.266105

Atoms 1-2, force components in eV/Å:
C -0.481 -0.820 -0.213
C -0.582 -1.183 -0.198

Output
Max |F|   6.75 eV/Å
Relative energy (zero: lowest compared OMol25 entry of this formula, charge and spin)   0.00 kJ/mol
Expectation value of S²   2.053
Spin multiplicity   3
Energy   -557.51908 Eh

Here are the Mulliken charges for atoms 1 to 5, given in e: atom 1 (C): -0.54, atom 2 (C): -0.40, atom 3 (C): -0.09, atom 4 (C): -0.53, atom 5 (C): -0.51

---

2.
# C2HO4S

The ion C2HO4S with charge -1 at a distorted geometry (the ωB97M-V functional and the def2-TZVPD basis, OMol25).

Positions of all 8 atoms, in Å:
C -0.341071 -0.327827 -0.075972
C -2.757118 -0.379290 -0.086044
O -1.342760 0.395823 -0.400120
O -3.394201 0.362738 0.582069
O -2.696415 -1.552609 -0.411612
O 1.373882 -1.966072 0.442562
S -0.025583 -1.958126 -0.064174
H 0.528330 0.129386 0.072837

Atoms 1-2, force components in eV/Å:
C -3.013 -2.350 -1.624
C 1.076 -1.756 0.606

Output
Max |F|   4.49 eV/Å
Relative energy (zero: lowest compared OMol25 entry of this formula, charge and spin)   71.97 kJ/mol
Total charge   -1
Energy   -775.99761 Eh

Here are the Mulliken charges for atoms 1 to 5, given in e: atom 1 (C): -0.07, atom 2 (C): 0.68, atom 3 (O): -0.41, atom 4 (O): -0.56, atom 5 (O): -0.62

---

3.
# C28H44N6PV

A structure of composition C28H44N6PV at a distorted geometry (the ωB97M-V functional and the def2-TZVPD basis, OMol25).

Positions of all 80 atoms, in Å:
V -0.644571 0.300657 0.814325
N -3.991331 -2.012220 1.155288
C -3.214340 -1.291190 0.306421
N -2.306615 -0.634428 0.996202
C -2.534247 -1.003249 2.316553
N -3.574597 -1.847244 2.441689
C -1.664577 -0.469019 3.280269
C -1.587269 -0.826885 4.634592
N -0.724629 -0.312320 5.481675
C 0.114721 0.629643 4.958933
C 0.082180 0.991521 3.631280
N -0.770887 0.463757 2.752078
H -4.744795 -2.640505 0.946950
H -3.331352 -1.292817 -0.760880
H -2.251764 -1.590544 5.020744
H 0.807844 1.083134 5.656443
H 0.760026 1.752310 3.245259
C -2.439295 1.588974 -1.694296
C -1.651482 2.655222 -0.911851
C -0.560009 3.197401 -1.857810
C -0.966436 2.044454 0.284907
C -2.603399 3.728118 -0.423904
C -2.492967 5.076022 -0.754735
C -3.405560 6.004927 -0.282543
C -4.462910 5.613949 0.517130
C -4.562870 4.279384 0.891151
C -3.637808 3.359408 0.440379
H -1.822382 0.690790 -1.755135
H -2.673308 1.954293 -2.695361
H -3.369255 1.349987 -1.183517
H 0.078266 2.360329 -2.139093
H 0.060571 3.948020 -1.369413
H -0.993487 3.626773 -2.762403
H -0.434504 2.840803 0.848442
H -1.691582 5.416617 -1.391714
H -3.288384 7.046667 -0.549005
H -5.201613 6.334072 0.847657
H -5.362851 3.960818 1.548561
H -3.693691 2.330842 0.773049
C 3.206082 -2.271924 -2.977864
C 1.803294 -1.799865 -2.601220
C 0.808909 -2.908164 -2.948978
C 1.400433 -0.586266 -3.447688
P 1.382828 -1.313827 -0.752464
N 0.081389 -0.536792 -0.752109
C 1.347996 -2.983932 0.291464
C 1.487229 -2.581275 1.762462
C 2.388280 -4.058692 -0.010997
C -0.063926 -3.550683 0.128981
C 2.951398 -0.328534 -0.092831
C 4.280162 -1.053479 0.124243
C 3.131199 0.771610 -1.137193
C 2.520048 0.388755 1.186142
H 3.199648 -2.603223 -4.020067
H 3.533353 -3.106946 -2.363387
H 3.945695 -1.479238 -2.898074
H 0.794723 -3.083017 -4.027626
H -0.185038 -2.597846 -2.634545
H 1.062940 -3.849639 -2.470897
H 1.020525 -0.901237 -4.420233
H 2.226776 0.096520 -3.626153
H 0.603219 -0.057959 -2.921696
H 2.504227 -2.277282 2.003989
H 1.241737 -3.428976 2.410294
H 0.798005 -1.767438 2.006642
H 3.399032 -3.688400 0.134332
H 2.306090 -4.432095 -1.027571
H 2.237040 -4.904240 0.663962
H -0.773282 -2.725297 0.039190
H -0.341203 -4.148233 0.999400
H -0.158005 -4.184796 -0.748202
H 4.635690 -1.527989 -0.787889
H 4.215848 -1.816237 0.898220
H 5.034956 -0.326909 0.442405
H 3.551662 0.384370 -2.060673
H 3.803193 1.548784 -0.766333
H 2.159109 1.223797 -1.340114
H 2.648197 -0.214212 2.082365
H 1.458826 0.668802 1.085031
H 3.102875 1.303532 1.317365

Atoms 1-2, force components in eV/Å:
V 0.653 2.320 -0.435
N 1.107 0.937 -0.659

Output
Max |F|   3.28 eV/Å
Relative energy (zero: lowest compared OMol25 entry of this formula, charge and spin)   44.31 kJ/mol
Expectation value of S²   1.189
Total charge   -1
Spin multiplicity   2
Energy   -2707.14464 Eh

Here are the Mulliken charges for atoms 1 to 5, given in e: atom 1 (V): -0.75, atom 2 (N): 0.11, atom 3 (C): -0.70, atom 4 (N): 0.74, atom 5 (C): 0.14